Here is a cluster of 8 separate species, C24H50N6O12 in total from the Open Molecules 2025 dataset. Energies are from ωB97M-V/def2-TZVPD.

Structure (XYZ):
```
92
Properties=species:S:1:pos:R:3
C 0.324 1.536 0.688
C 0.870 0.245 0.042
O -0.121 -0.033 -0.932
C -1.195 0.721 -0.778
O -2.195 0.527 -1.453
O -0.934 1.715 0.071
H 0.997 2.364 0.464
H 0.222 1.475 1.772
H 0.793 -0.501 0.833
H 1.865 0.417 -0.370
C 2.528 -4.861 1.218
C 3.369 -5.326 0.087
O 3.470 -4.154 -0.731
C 2.572 -3.314 -0.398
O 2.402 -2.240 -0.996
O 1.853 -3.796 0.648
H 3.151 -4.541 2.053
H 1.856 -5.646 1.563
H 2.757 -6.072 -0.421
H 4.335 -5.605 0.508
C 4.924 1.647 2.573
C 4.038 1.103 3.694
O 4.501 0.465 4.641
N 2.749 1.445 3.569
C 1.750 0.920 4.498
H 5.496 2.425 3.079
H 4.342 2.136 1.792
H 5.599 0.901 2.151
H 2.445 2.037 2.809
H 1.959 -0.064 4.918
H 0.812 0.890 3.943
H 1.588 1.557 5.368
C -6.254 1.441 0.330
C -5.538 1.871 1.599
O -5.875 1.444 2.700
N -4.562 2.755 1.508
C -3.987 3.282 0.300
H -7.158 0.923 0.653
H -5.788 0.782 -0.403
H -6.541 2.267 -0.321
H -4.233 3.185 2.361
H -4.498 4.149 -0.119
H -3.832 2.502 -0.446
H -2.949 3.572 0.463
C 0.619 -5.961 -2.386
C -0.587 -5.422 -3.102
O -0.936 -5.970 -4.201
N -1.241 -4.382 -2.592
C -1.146 -3.798 -1.248
H 0.343 -6.719 -1.654
H 1.132 -5.161 -1.853
H 1.440 -6.342 -2.995
H -2.045 -4.054 -3.109
H -0.712 -4.479 -0.516
H -2.126 -3.455 -0.918
H -0.515 -2.910 -1.224
C -3.930 -1.725 -3.084
C -4.522 -3.150 -3.402
O -3.914 -3.894 -4.181
N -5.600 -3.531 -2.694
C -6.268 -4.801 -2.803
H -3.934 -1.229 -4.054
H -2.919 -1.825 -2.690
H -4.460 -1.194 -2.293
H -5.866 -2.874 -1.974
H -5.930 -5.394 -3.653
H -7.308 -4.637 -3.085
H -6.179 -5.290 -1.833
C 3.574 3.797 -1.141
C 2.849 2.763 -1.940
O 1.780 3.030 -2.432
N 3.495 1.619 -2.115
C 2.980 0.585 -3.011
H 4.588 3.484 -0.893
H 3.058 4.066 -0.219
H 3.669 4.749 -1.663
H 4.395 1.412 -1.707
H 3.012 0.853 -4.067
H 1.936 0.355 -2.799
H 3.550 -0.314 -2.777
C 2.827 5.343 4.083
C 2.099 5.014 2.811
O 2.195 3.904 2.339
N 1.253 5.934 2.271
C 0.515 5.591 1.059
H 2.729 4.635 4.905
H 2.557 6.332 4.454
H 3.878 5.486 3.832
H 0.818 6.624 2.867
H 1.189 5.431 0.218
H -0.247 6.327 0.804
H -0.002 4.634 1.140
```

Values from the calculation:
Net charge ... +1
Spin multiplicity ... 2
HOMO (alpha / beta) ... -10.938 / -10.938 eV
Gap between HOMO and LUMO (alpha / beta) ... 0.2798 / 0.1120 Ha

=====

Here is a cluster of 6 separate species, C24H51ClN13O6 in total from the Open Molecules 2025 dataset. Energies are from ωB97M-V/def2-TZVPD.

Structure (XYZ):
```
95
Properties=species:S:1:pos:R:3
N 1.118 -2.126 3.473
C 1.258 -2.464 2.265
C 0.985 -1.495 1.151
N 0.252 -0.328 1.630
C 0.687 0.910 1.746
C 2.036 1.440 1.461
C 3.188 0.714 2.182
C 3.542 1.398 3.494
N 2.817 0.964 4.650
O 4.393 2.256 3.575
N -0.288 1.718 2.179
C -1.346 0.943 2.392
N -2.498 1.400 2.873
N -2.535 2.793 3.126
C -3.690 0.628 3.159
C -4.511 0.297 1.935
N -5.408 1.094 1.534
N -1.049 -0.347 2.053
Cl -1.864 -1.793 2.049
H 1.350 -2.918 4.073
H 1.605 -3.464 2.015
H 0.432 -1.938 0.330
H 1.924 -1.167 0.717
H 2.024 2.460 1.826
H 2.245 1.492 0.398
H 2.970 -0.321 2.407
H 4.070 0.725 1.553
H 1.975 1.512 4.786
H 2.519 0.001 4.535
H -3.258 3.017 3.799
H -2.688 3.273 2.250
H -4.346 1.157 3.835
H -3.423 -0.290 3.674
H -4.355 -0.645 1.409
H -5.874 0.716 0.713
C 1.994 -0.480 -2.056
O 2.584 -1.228 -1.280
N 1.389 -0.860 -3.176
C 0.714 0.092 -4.042
C 1.406 -2.268 -3.555
H 1.921 0.607 -1.876
H -0.340 -0.176 -4.132
H 1.173 0.078 -5.029
H 0.793 1.098 -3.632
H 0.934 -2.865 -2.770
H 2.433 -2.602 -3.671
H 0.877 -2.404 -4.487
C -5.190 5.405 3.685
O -4.233 4.801 4.151
N -6.412 4.896 3.493
C -7.495 5.689 2.939
C -6.668 3.511 3.854
H -5.113 6.461 3.386
H -8.319 5.741 3.653
H -7.854 5.232 2.016
H -7.151 6.697 2.724
H -6.472 3.364 4.918
H -6.014 2.854 3.282
H -7.702 3.262 3.638
C 2.922 -3.667 -6.804
O 2.193 -2.856 -6.256
N 4.214 -3.456 -7.090
C 5.035 -4.460 -7.744
C 4.809 -2.177 -6.733
H 2.565 -4.662 -7.113
H 5.876 -4.726 -7.103
H 5.416 -4.069 -8.688
H 4.447 -5.352 -7.944
H 4.735 -2.020 -5.657
H 4.277 -1.368 -7.234
H 5.854 -2.164 -7.031
C 2.462 4.328 -3.720
O 2.116 3.651 -4.668
N 1.631 4.800 -2.769
C 2.105 5.608 -1.661
C 0.215 4.490 -2.866
H 3.512 4.622 -3.560
H 1.878 5.113 -0.714
H 1.619 6.584 -1.675
H 3.181 5.750 -1.733
H 0.068 3.409 -2.850
H -0.187 4.873 -3.804
H -0.316 4.941 -2.032
C 1.163 -6.098 3.121
O 1.508 -5.035 3.612
N -0.044 -6.314 2.570
C -0.421 -7.581 1.970
C -0.984 -5.213 2.589
H 1.831 -6.972 3.076
H -0.670 -7.435 0.917
H -1.289 -7.994 2.487
H 0.401 -8.289 2.042
H -0.543 -4.363 2.064
H -1.183 -4.913 3.619
H -1.915 -5.500 2.106
```

Values from the calculation:
Net charge ... +1
HOMO ... -11.036 eV
Gap between HOMO and LUMO ... 0.3049 Ha

=====

Here is a structure of composition C24H51MoN9O8PSSi4Te from the Open Molecules 2025 dataset. Energies are from ωB97M-V/def2-TZVPD.

Structure (XYZ):
```
100
Properties=species:S:1:pos:R:3
Mo 0.314 1.497 -1.265
N 1.312 2.482 2.082
C 2.320 1.893 1.450
N 3.426 1.703 2.167
C 4.426 1.085 1.559
N 5.542 0.843 2.256
N 4.409 0.691 0.270
C 3.294 0.962 -0.368
N 2.190 1.544 0.127
C 3.268 0.631 -1.808
C 4.411 0.183 -2.449
C 4.365 -0.042 -3.811
C 3.180 0.224 -4.476
C 2.087 0.668 -3.761
N 2.106 0.845 -2.432
H 1.484 2.752 3.036
H 0.453 2.736 1.604
H 5.597 1.130 3.216
H 6.316 0.385 1.812
H 5.303 0.028 -1.863
H 5.236 -0.397 -4.344
H 3.095 0.100 -5.547
H 1.163 0.909 -4.261
O -1.962 1.739 -1.254
S -2.015 2.217 0.151
O -2.047 0.953 1.053
O -0.658 2.830 0.323
O -3.109 3.042 0.504
C -0.385 -5.251 3.036
Si -0.431 -4.024 1.619
C -1.672 -4.560 0.318
C 1.260 -3.872 0.826
Si -1.081 -1.941 2.525
Te -0.774 -0.556 0.417
Si 0.311 -1.124 4.228
C 2.074 -1.178 3.586
C -0.243 0.626 4.606
C 0.157 -2.199 5.756
Si -3.425 -1.833 2.802
C -3.890 -0.304 3.770
C -3.874 -3.381 3.768
C -4.274 -1.838 1.136
H -0.208 -6.261 2.657
H -1.324 -5.262 3.594
H 0.418 -5.016 3.737
H -1.319 -5.470 -0.175
H -1.798 -3.787 -0.443
H -2.652 -4.771 0.752
H 1.583 -4.845 0.445
H 2.010 -3.527 1.541
H 1.252 -3.178 -0.019
H 2.145 -0.763 2.579
H 2.440 -2.207 3.552
H 2.740 -0.603 4.234
H -0.385 1.189 3.683
H 0.486 1.150 5.231
H -1.197 0.621 5.136
H 0.484 -3.222 5.560
H -0.868 -2.239 6.129
H 0.785 -1.797 6.556
H -3.428 -0.293 4.759
H -4.974 -0.278 3.909
H -3.594 0.604 3.240
H -3.324 -3.446 4.710
H -3.663 -4.285 3.192
H -4.940 -3.381 4.008
H -4.058 -0.927 0.575
H -5.356 -1.892 1.286
H -3.971 -2.696 0.533
C -2.746 -1.097 -5.345
N -1.689 -0.938 -4.369
C -1.012 -2.032 -3.707
C -0.179 -1.297 -2.674
O 0.600 -1.825 -1.906
N -0.479 0.051 -2.738
C -1.375 0.206 -3.740
N -1.877 1.369 -4.105
H -2.642 -2.075 -5.809
H -2.658 -0.353 -6.137
H -3.736 -1.029 -4.887
H -0.386 -2.612 -4.386
H -1.706 -2.704 -3.195
H -1.651 2.224 -3.602
H -2.550 1.418 -4.849
C 1.791 4.954 -0.748
O 0.791 4.846 -1.760
P 0.431 3.440 -2.468
O -0.974 3.943 -3.140
C -1.856 4.873 -2.484
O 1.364 3.439 -3.779
C 1.503 4.609 -4.597
H 2.744 5.234 -1.199
H 1.906 4.012 -0.213
H 1.472 5.729 -0.056
H -1.399 5.858 -2.449
H -2.100 4.545 -1.475
H -2.765 4.908 -3.079
H 2.155 4.339 -5.423
H 1.951 5.423 -4.028
H 0.533 4.924 -4.980
```

Values from the calculation:
Net charge ... +1
HOMO ... -9.485 eV
Gap between HOMO and LUMO ... 0.2487 Ha

=====

Here is a cluster of 3 separate species, C24H51N2O3P in total from the Open Molecules 2025 dataset. Energies are from ωB97M-V/def2-TZVPD.

Structure (XYZ):
```
81
Properties=species:S:1:pos:R:3
C 6.365 -4.355 0.877
O 5.256 -3.504 0.693
C 4.880 -2.810 1.860
P 4.126 -3.823 3.244
C 2.371 -3.393 2.935
C 1.819 -3.714 1.517
C 0.948 -2.563 0.998
C 1.003 -5.014 1.541
H 6.416 -4.746 1.895
H 6.273 -5.193 0.189
H 7.298 -3.828 0.661
H 5.722 -2.242 2.268
H 4.120 -2.090 1.552
H 4.155 -5.063 2.575
H 1.797 -3.933 3.693
H 2.275 -2.323 3.135
H 2.675 -3.846 0.854
H 0.867 -2.619 -0.087
H -0.055 -2.631 1.423
H 1.370 -1.593 1.257
H 0.285 -5.036 0.719
H 1.632 -5.901 1.455
H 0.436 -5.092 2.471
C -3.948 -2.438 -3.706
C -3.626 -1.906 -2.302
C -4.536 -0.729 -1.942
C -4.190 0.560 -2.687
C -2.716 0.918 -2.499
C -1.766 -0.217 -2.884
N -2.196 -1.473 -2.188
O -1.771 -1.529 -0.983
C -1.723 -0.396 -4.410
C -0.353 0.114 -2.427
C -3.851 -3.053 -1.327
H -4.014 -1.666 -4.466
H -3.201 -3.168 -4.019
H -4.917 -2.938 -3.681
H -4.458 -0.545 -0.866
H -5.570 -1.021 -2.140
H -4.431 0.463 -3.749
H -4.811 1.373 -2.309
H -2.456 1.799 -3.090
H -2.539 1.180 -1.451
H -1.268 -1.351 -4.675
H -1.113 0.397 -4.841
H -2.697 -0.334 -4.889
H -0.300 0.334 -1.366
H -0.013 1.000 -2.965
H 0.331 -0.707 -2.646
H -3.157 -3.871 -1.520
H -4.868 -3.425 -1.455
H -3.728 -2.738 -0.294
C 0.010 3.193 3.393
C 0.653 2.724 2.080
C 2.057 3.312 1.925
C 2.058 4.804 1.595
C 1.200 5.088 0.363
C -0.226 4.547 0.479
N -0.169 3.106 0.887
O 0.045 2.331 -0.109
C -1.052 5.387 1.467
C -0.924 4.624 -0.872
C 0.726 1.205 2.140
H 0.077 4.263 3.560
H -1.041 2.904 3.429
H 0.519 2.712 4.227
H 2.578 2.772 1.128
H 2.610 3.126 2.848
H 1.708 5.386 2.451
H 3.081 5.131 1.405
H 1.146 6.162 0.170
H 1.676 4.632 -0.511
H -1.964 4.862 1.753
H -1.339 6.320 0.984
H -0.512 5.657 2.370
H -0.361 4.115 -1.650
H -1.029 5.672 -1.152
H -1.919 4.177 -0.822
H -0.268 0.761 2.199
H 1.282 0.921 3.035
H 1.235 0.783 1.277
```

Values from the calculation:
Net charge ... 0
Spin multiplicity ... 3
HOMO (alpha / beta) ... -7.915 / -8.468 eV
Gap between HOMO and LUMO (alpha / beta) ... 0.3185 / 0.3296 Ha

=====

Number 1: largest force on an atom 4.9 eV/Å. Number 2: largest force on an atom 1.7 eV/Å. Number 3: largest force on an atom 0.5 eV/Å. Number 4: largest force on an atom 1.0 eV/Å.